No. 1
Entry from the OMol25 dataset: the ion C4H9NOS with charge +1 in a non-equilibrium geometry (the ωB97M-V functional and the def2-TZVPD basis).

Values from the calculation:
LUMO level (spin up / spin down) ... -3.88 / -9.28 eV
E_HOMO (spin up / spin down) ... -14.0637 / -13.8840 eV
Largest force on an atom ... 4.471 eV/A
Molecular weight ... 119.2 u
2S+1 ... 2
Total charge ... +1
Relative energy (zero: lowest compared OMol25 entry of this formula, charge and spin) ... 37.5 kcal/mol
Expectation value of S² ... 0.7535

Atoms and positions in Å:
O  2.320  -1.123  0.980
C  2.254  -0.425  -0.062
N  1.262  0.491  -0.240
C  -0.093  0.033  0.235
C  -0.833  -0.464  -1.052
S  -2.317  -1.355  -0.788
C  -0.777  1.098  0.893
H  2.932  -0.600  -0.954
H  1.380  1.508  -0.153
H  0.117  -0.747  0.975
H  -0.149  -1.066  -1.598
H  -1.101  0.401  -1.694
H  -1.948  -1.896  0.363
H  -0.104  1.764  1.451
H  -1.251  1.638  0.100
H  -1.692  0.743  1.546

No. 2
Entry from the OMol25 dataset: a cluster of 2 separate species, C4H9NOS2 in total in a non-equilibrium geometry (the ωB97M-V functional and the def2-TZVPD basis).

Values from the calculation:
LUMO level (spin up / spin down) ... -8.87 / -8.86 eV
E_HOMO (spin up / spin down) ... -14.0228 / -13.6133 eV
Largest force on an atom ... 3.726 eV/A
Molecular weight ... 151.3 u
2S+1 ... 2
Total charge ... +1
Relative energy (zero: lowest compared OMol25 entry of this formula, charge and spin) ... 92.3 kcal/mol
Expectation value of S² ... 1.6783

Atoms and positions in Å:
S  0.471  -2.632  -1.118
S  0.362  2.698  -1.325
C  0.857  1.277  -0.482
C  -0.480  0.631  0.148
C  -1.309  0.201  -1.059
N  -0.363  -0.498  1.079
C  0.537  -0.258  2.148
O  0.576  0.788  2.757
H  1.005  -3.905  -1.291
H  1.464  0.537  -1.017
H  1.252  1.655  0.483
H  -1.027  1.396  0.700
H  -2.244  -0.332  -0.860
H  -0.615  -0.264  -1.770
H  -1.688  1.084  -1.581
H  0.046  -1.361  0.612
H  1.156  -1.018  2.577

No. 3
Entry from the OMol25 dataset: the molecule C4H9NOSi in a non-equilibrium geometry (the ωB97M-V functional and the def2-TZVPD basis).

Values from the calculation:
LUMO level (spin up / spin down) ... -1.20 / -1.95 eV
E_HOMO (spin up / spin down) ... -9.1627 / -8.3345 eV
Largest force on an atom ... 5.931 eV/A
Molecular weight ... 115.2 u
Relative energy (zero: lowest compared OMol25 entry of this formula, charge and spin) ... 146.9 kcal/mol

Atoms and positions in Å:
C  0.503  -0.506  -0.289
C  -0.736  -0.028  -0.064
C  -2.021  -0.586  -0.418
C  2.789  -0.125  -0.527
N  1.402  0.227  -0.718
O  0.806  2.228  0.258
Si  -0.695  1.941  0.316
H  0.834  -1.558  -0.082
H  -1.928  -0.988  -1.456
H  -2.881  0.197  -0.364
H  -2.350  -1.332  0.273
H  2.815  -1.156  0.005
H  3.166  -0.250  -1.552
H  3.206  0.692  -0.133
H  -1.585  2.475  -0.897
H  -1.389  1.758  1.628

No. 4
Entry from the OMol25 dataset: the ion C4H9NP with charge +1 in a non-equilibrium geometry (the ωB97M-V functional and the def2-TZVPD basis).

Values from the calculation:
LUMO level (spin up / spin down) ... -6.23 / -4.32 eV
E_HOMO (spin up / spin down) ... -12.0456 / -13.7788 eV
Largest force on an atom ... 1.150 eV/A
Molecular weight ... 102.1 u
Total charge ... +1
Relative energy (zero: lowest compared OMol25 entry of this formula, charge and spin) ... 69.8 kcal/mol

Atoms and positions in Å:
C  -0.275  -1.771  0.941
C  0.446  -0.516  0.796
C  0.685  -0.024  -0.641
C  -0.470  0.674  -1.358
N  -1.375  1.537  -0.570
P  -2.224  0.169  -1.496
H  -0.202  -2.522  0.176
H  0.041  0.264  1.451
H  1.463  -0.701  1.191
H  1.524  0.676  -0.631
H  0.981  -0.873  -1.258
H  -0.071  1.183  -2.236
H  -0.856  -1.987  1.820
H  -1.467  2.515  -0.846
H  -1.273  1.465  0.445

No. 5
Entry from the OMol25 dataset: the molecule C4H9NS in a non-equilibrium geometry (the ωB97M-V functional and the def2-TZVPD basis).

Values from the calculation:
LUMO level ... 0.93 eV
Structure (SMILES) ... CCS/C=N/C
E_HOMO ... -8.6217 eV
Largest force on an atom ... 5.989 eV/A
Molecular weight ... 103.2 u
Relative energy (zero: lowest compared OMol25 entry of this formula, charge and spin) ... 45.0 kcal/mol

Atoms and positions in Å:
C  0.718  -0.107  1.289
C  0.238  0.976  -2.150
C  -1.081  -1.082  2.362
C  1.292  0.123  -1.607
N  -0.354  -0.790  1.271
S  1.789  0.487  0.073
H  1.187  0.223  2.183
H  -0.640  0.934  -1.485
H  0.803  1.927  -2.160
H  -0.203  0.594  -3.086
H  -1.227  -2.181  2.278
H  -0.553  -0.923  3.305
H  -2.084  -0.617  2.225
H  0.891  -0.844  -1.373
H  2.187  0.185  -2.309

No. 6
Entry from the OMol25 dataset: a structure of composition C4H9NS in a non-equilibrium geometry (the ωB97M-V functional and the def2-TZVPD basis).

Values from the calculation:
LUMO level ... 0.89 eV
E_HOMO ... -6.8446 eV
Largest force on an atom ... 5.081 eV/A
Molecular weight ... 103.2 u
Relative energy (zero: lowest compared OMol25 entry of this formula, charge and spin) ... 158.5 kcal/mol

Atoms and positions in Å:
C  -0.900  -0.984  -0.548
C  -1.633  0.544  0.657
C  0.489  1.529  -0.242
C  1.791  -0.979  0.248
N  -2.019  -0.500  -0.021
S  0.165  -0.056  0.716
H  -0.672  -2.050  -0.739
H  -2.283  1.302  1.018
H  1.526  1.433  -0.557
H  0.002  1.376  -1.128
H  0.279  2.402  0.341
H  2.652  -0.433  0.597
H  1.768  -2.015  0.738
H  1.888  -0.980  -0.857
H  -3.053  -0.588  -0.223

No. 7
Entry from the OMol25 dataset: a structure of composition C4H9NS in a non-equilibrium geometry (the ωB97M-V functional and the def2-TZVPD basis).

Values from the calculation:
LUMO level ... 0.78 eV
E_HOMO ... -9.2892 eV
Largest force on an atom ... 5.354 eV/A
Molecular weight ... 103.2 u
Relative energy (zero: lowest compared OMol25 entry of this formula, charge and spin) ... 136.5 kcal/mol

Atoms and positions in Å:
C  -1.516  0.478  0.129
C  -0.017  0.297  0.027
C  0.404  -1.190  0.193
C  0.896  1.285  0.697
H  -2.180  -0.702  -0.282
H  -1.457  0.501  1.334
H  -2.007  1.378  -0.434
H  1.405  -0.870  0.727
H  -0.731  -1.757  0.840
H  0.483  -1.402  -2.323
H  1.794  0.531  1.093
H  0.421  2.094  1.150
H  1.426  0.568  -1.090
N  0.733  1.162  -0.790
S  0.347  -2.374  -1.270

No. 8
Entry from the OMol25 dataset: the molecule C4H9NS in a non-equilibrium geometry (the ωB97M-V functional and the def2-TZVPD basis).

Values from the calculation:
LUMO level ... 0.98 eV
Structure (SMILES) ... C[C@@H](N)[C@@H]1CS1
E_HOMO ... -8.8226 eV
Largest force on an atom ... 2.135 eV/A
Molecular weight ... 103.2 u
Relative energy (zero: lowest compared OMol25 entry of this formula, charge and spin) ... 19.7 kcal/mol

Atoms and positions in Å:
C  -0.084  -0.280  -1.488
C  0.489  -0.637  -0.055
C  -0.238  0.131  1.055
C  -1.594  0.725  0.847
H  -0.206  0.769  -1.658
H  0.578  -0.674  -2.212
H  -1.083  -0.744  -1.641
H  0.306  -1.726  0.115
H  2.458  -0.771  0.710
H  2.152  0.578  -0.153
H  -0.084  -0.397  2.000
H  -2.408  0.741  1.577
H  -1.982  0.728  -0.159
N  1.942  -0.386  -0.067
S  -0.246  1.943  1.131

| no. | E (eV) |
| --- | --- |
| 1 | -18656.354 |
| 2 | -29489.340 |
| 3 | -15704.241 |
| 4 | -15062.537 |
| 5 | -16617.503 |
| 6 | -16612.581 |
| 7 | -16613.534 |
| 8 | -16618.602 |